<1>
Here is a cluster of 12 separate species, CH26O12 in total from the Open Molecules 2025 dataset. Energies are from ωB97M-V with the def2-TZVPD basis set.

Geometry (Å):
1 O -2.03245 2.65714 -1.67206
2 H -2.11473 3.00281 -2.57268
3 H -1.08282 2.61740 -1.38651
4 H -2.36351 1.72942 -1.74058
5 C -0.71980 0.08511 0.58294
6 O 0.48049 -0.66739 0.75195
7 H -1.49938 -0.58508 0.32991
8 H -0.69817 0.91311 -0.11826
9 H -1.12375 0.42822 1.49871
10 O 1.74942 1.76069 1.03931
11 H 2.08705 1.87865 0.13180
12 H 1.18022 1.01485 0.99692
13 O 0.23667 3.76855 -0.07894
14 H 0.78590 3.08108 0.38788
15 H 0.72632 4.13979 -0.78591
16 O 1.32506 -0.86465 -1.69619
17 H 1.81716 -1.67121 -1.55895
18 H 0.86122 -0.80682 -0.84978
19 O 1.77420 0.36227 3.60777
20 H 1.63109 0.72839 2.78264
21 H 1.31896 -0.46727 3.59168
22 O 0.68740 -2.09184 2.77972
23 H -0.17283 -2.44562 3.06810
24 H 0.60723 -1.48674 2.05266
25 O -2.84694 -0.08555 -1.69216
26 H -2.33063 -0.78345 -2.12159
27 H -3.42344 0.09620 -2.38340
28 O -0.40242 -3.25978 0.25330
29 H -0.07609 -2.34425 0.40328
30 H 0.08069 -3.72697 0.95098
31 O -3.03390 -2.76520 0.43989
32 H -3.12590 -1.92461 0.00616
33 H -2.10564 -2.75008 0.62716
34 O 0.54809 1.77578 -2.72548
35 H 1.06662 1.15448 -2.19730
36 H 0.02799 1.24826 -3.33370
37 O 3.54809 -0.89369 0.36181
38 H 2.63766 -1.07036 0.15201
39 H 3.97487 -1.75165 0.11695

Calculated values
E_HOMO = -9.281 eV
Kohn-Sham gap = 7.52 eV

<2>
Here is a cluster of 12 separate species, CH26O12 in total from the Open Molecules 2025 dataset. Energies are from ωB97M-V with the def2-TZVPD basis set.

Geometry (Å):
1 O 30.35288 -41.29062 1.62537
2 H 30.68833 -41.95008 1.20089
3 H 30.10649 -40.72171 0.96658
4 H 29.50337 -41.55990 2.28101
5 C 28.50875 -43.45351 3.19747
6 O 28.97565 -42.21376 3.84647
7 H 28.45558 -43.48380 2.11516
8 H 27.33691 -43.65497 3.52105
9 H 29.06070 -44.47494 3.46047
10 O 26.76361 -40.79248 5.23563
11 H 27.48880 -41.28414 4.92837
12 H 27.30123 -40.09485 5.77620
13 O 31.09442 -40.71157 4.81209
14 H 30.30291 -41.37625 4.71509
15 H 31.79373 -41.22679 5.33314
16 O 29.36488 -45.49049 0.30863
17 H 28.78813 -45.99712 -0.17125
18 H 28.81795 -45.06589 1.13001
19 O 29.70907 -46.91346 3.31772
20 H 29.67974 -47.09482 4.31317
21 H 30.07891 -46.14040 3.20842
22 O 27.28962 -47.20604 2.20691
23 H 28.18642 -46.99835 2.63427
24 H 27.28332 -48.11194 2.25270
25 O 27.22259 -44.98500 6.18849
26 H 28.11983 -44.67040 5.92082
27 H 26.82099 -44.12242 6.21201
28 O 27.81686 -40.59084 1.96548
29 H 27.79020 -41.22209 2.67176
30 H 28.31861 -39.76084 2.07168
31 O 29.77106 -43.87929 5.95105
32 H 29.27975 -43.16487 5.29457
33 H 30.58446 -44.00546 5.47517
34 O 25.63290 -45.67573 3.69208
35 H 26.08120 -45.60527 4.44279
36 H 26.32620 -46.29511 3.36133
37 O 24.77291 -43.40818 2.03857
38 H 25.14537 -42.65255 1.68224
39 H 25.42946 -44.02034 2.34733

Calculated values
E_HOMO = -10.170 eV
Kohn-Sham gap = 9.18 eV

Relative energies, unit hartree: <1> 0.0000; <2> 0.0930

<1>
Here is an isolated molecule of CH6P2S from the Open Molecules 2025 dataset. Energies are from ωB97M-V with the def2-TZVPD basis set.

Geometry (Å):
1 C -0.30891 0.15541 1.74797
2 P -0.95546 0.08731 0.17085
3 P 0.74050 -0.31666 -1.12849
4 S 2.42880 0.18092 -0.33170
5 H -0.98007 0.42675 2.54594
6 H 0.69504 0.55513 1.82148
7 H -1.83821 -0.89557 -0.21049
8 H -1.09483 1.20525 -0.64826
9 H 1.02779 -1.58305 -1.56567
10 H 0.28534 0.18451 -2.40164

Calculated values
E_HOMO = -7.871 eV
SMILES = C=[PH2][PH2]=S
Kohn-Sham gap = 8.18 eV

<2>
Here is an isolated molecule of CH6P2S from the Open Molecules 2025 dataset. Energies are from ωB97M-V with the def2-TZVPD basis set.

Geometry (Å):
1 C 0.45347 -0.52522 -0.37190
2 P 0.80415 -0.69873 1.46129
3 P -0.37705 1.07726 -0.67212
4 S -0.31077 1.78422 -2.45258
5 H -0.19509 -1.31687 -0.75891
6 H 1.38874 -0.54006 -0.94162
7 H 0.49730 -2.05472 1.53507
8 H -0.48737 -0.33090 1.84753
9 H -1.86508 0.70052 0.00523
10 H 0.09168 1.90450 0.34800

Calculated values
E_HOMO = -9.080 eV
SMILES = PC[PH2]=S
Kohn-Sham gap = 9.60 eV

Relative energies, unit hartree: <1> 0.0881; <2> 0.0000

<1>
Here is an isolated molecule of C15H12 from the Open Molecules 2025 dataset. Energies are from ωB97M-V with the def2-TZVPD basis set.

Geometry (Å):
1 C 4.30475 0.40908 -0.20610
2 C -3.68012 -1.67400 0.32811
3 C -2.50632 -2.44222 0.57358
4 C 3.55590 -0.36428 -1.12660
5 C 3.66018 0.88998 0.87645
6 C -3.49280 -0.30118 -0.00285
7 C -1.33976 -1.78080 0.57510
8 C 2.21988 -0.52374 -1.11101
9 C 2.30944 0.67202 1.04594
10 C -2.28391 0.30736 -0.09911
11 C -1.07443 -0.48553 0.14806
12 C 1.55040 -0.04422 0.03070
13 C -2.25341 1.73996 -0.40651
14 C 0.22209 -0.07550 0.14800
15 C -1.26477 2.64750 -0.51976
16 H 5.29457 0.59452 -0.44397
17 H -4.75170 -2.08008 0.44167
18 H -2.55949 -3.53616 0.83212
19 H 4.04624 -0.92452 -1.88969
20 H 4.26476 1.05504 1.72293
21 H -4.42533 0.24851 -0.03919
22 H -0.43792 -2.22808 0.91031
23 H 1.61588 -1.08852 -1.81537
24 H 1.95597 0.93177 2.00657
25 H -3.27977 2.03024 -0.56272
26 H -0.28268 2.39812 -0.38113
27 H -1.36767 3.62474 -1.03553

Calculated values
E_HOMO (spin up / spin down) = -7.020 / -6.882 eV
Kohn-Sham gap (spin up / spin down) = 6.16 / 6.20 eV

<2>
Here is an isolated molecule of C15H12 from the Open Molecules 2025 dataset. Energies are from ωB97M-V with the def2-TZVPD basis set.

Geometry (Å):
1 C 1.35974 0.63710 -1.22675
2 C 2.07047 -0.37396 -0.81858
3 C 1.43427 1.74481 0.95751
4 C 1.82445 0.50179 1.45947
5 C 0.58548 1.44747 -0.31006
6 C 1.59982 -0.64726 0.53943
7 C -1.40771 -0.56836 0.75820
8 C -0.93900 -0.69959 -1.60417
9 C -0.68684 -1.82702 1.03763
10 C -0.49000 -1.94414 -1.49108
11 C -1.21794 0.03990 -0.38157
12 C -0.77247 1.49655 -0.21456
13 C -0.14627 -2.47600 -0.22417
14 C 0.71083 -1.60646 0.61942
15 C -1.74033 2.43007 0.51158
16 H 1.22829 0.84397 -2.25373
17 H 2.81956 -0.94857 -1.32293
18 H 1.55303 2.71742 1.46008
19 H 2.35446 0.33108 2.33686
20 H -1.66123 0.08058 1.53914
21 H -1.12939 -0.24294 -2.54108
22 H -1.03633 -2.55700 1.69639
23 H -0.40586 -2.59279 -2.34929
24 H 0.02108 -3.58111 -0.14728
25 H -2.61729 1.81154 0.78553
26 H -1.85828 3.22398 -0.31113
27 H -1.45254 2.75895 1.49513

Calculated values
E_HOMO = -7.196 eV
SMILES = CC1=c2ccc(cc2)=C2[C@H]3C=C1C=C[C@@H]23
Kohn-Sham gap = 7.68 eV

Relative energies, unit hartree: <1> 0.0000; <2> 0.1066

<1>
Here is a structure of composition C4H6NS from the Open Molecules 2025 dataset. Energies are from ωB97M-V with the def2-TZVPD basis set.

Geometry (Å):
1 C -0.12392 -1.00063 0.38950
2 C 0.57669 -0.09016 1.33753
3 C -0.92768 0.50261 -1.51889
4 C 0.58471 0.88690 0.14388
5 N -0.06382 -0.16337 -0.59760
6 S -0.85577 1.97395 -0.35879
7 H -0.62701 -1.95086 0.45252
8 H -0.07583 0.20400 2.16243
9 H 1.54117 -0.38589 1.74848
10 H -0.44872 0.73470 -2.47108
11 H -1.90441 0.04259 -1.66159
12 H 1.53709 1.28009 -0.20601

Calculated values
Charge = +1
E_HOMO = -14.166 eV
Kohn-Sham gap = 8.83 eV

<2>
Here is the ion C4H6NS with charge +1 from the Open Molecules 2025 dataset. Energies are from ωB97M-V with the def2-TZVPD basis set.

Geometry (Å):
1 C 1.15940 -1.14544 0.19831
2 C -1.65773 -1.22850 -0.29325
3 C 0.56438 1.13661 -0.10048
4 C -0.73926 1.31202 -0.17626
5 N 1.40205 0.12744 0.36081
6 S -2.12914 0.23311 0.05858
7 H 1.99073 -1.82764 0.57462
8 H -2.51454 -2.01720 -0.46967
9 H -0.46616 -1.43025 -0.36139
10 H 1.33587 2.01782 -0.24255
11 H -1.17833 2.25900 -0.37448
12 H 2.23272 0.56304 0.82575

Calculated values
Charge = +1
E_HOMO = -13.481 eV
Kohn-Sham gap = 7.68 eV

Relative energies, unit hartree: <1> 0.0000; <2> 0.0843

<1>
Here is a cluster of 2 separate species, C3H8S2 in total from the Open Molecules 2025 dataset. Energies are from ωB97M-V with the def2-TZVPD basis set.

Geometry (Å):
1 C 0.72616 1.72758 -1.15949
2 C 0.18682 0.50875 -0.37539
3 S -1.38103 0.01581 -0.97716
4 S 0.86932 -1.28077 1.76460
5 C -0.71936 -1.77378 1.23246
6 H 0.82890 1.46171 -2.21152
7 H 1.70078 2.04419 -0.79207
8 H 0.00367 2.53897 -1.10792
9 H 0.90895 -0.32373 -0.45391
10 H 0.10816 0.79695 0.68723
11 H -1.45712 -0.96339 1.33372
12 H -0.72448 -2.14475 0.19691
13 H -1.05076 -2.60755 1.86255

Calculated values
E_HOMO = -8.425 eV
Kohn-Sham gap = 5.21 eV

<2>
Here is an isolated molecule of C3H8S2 from the Open Molecules 2025 dataset. Energies are from ωB97M-V with the def2-TZVPD basis set.

Geometry (Å):
1 C 1.41862 0.82164 -0.05149
2 C 0.42445 -0.26409 0.42116
3 C -0.88661 0.15325 -0.32032
4 H 2.43900 0.55158 0.08082
5 H 1.33851 1.74574 0.55602
6 H 1.30644 1.08671 -1.09661
7 H 0.35817 -0.33038 1.48948
8 H -0.26314 -2.29344 -0.24410
9 H -0.67912 -0.11776 -1.39563
10 H -1.07949 1.20169 -0.23818
11 H -2.95250 0.09558 0.85568
12 S 0.94130 -1.88175 -0.05860
13 S -2.36562 -0.76878 0.00178

Calculated values
E_HOMO = -9.022 eV
SMILES = C[C@H](S)CS
Kohn-Sham gap = 9.81 eV

<3>
Here is a cluster of 2 separate species, C3H8S2 in total from the Open Molecules 2025 dataset. Energies are from ωB97M-V with the def2-TZVPD basis set.

Geometry (Å):
1 C 1.40388 0.99022 -0.02633
2 C 2.26570 0.03349 0.42899
3 H 0.66537 1.44428 0.64521
4 H 1.32102 1.24126 -1.15458
5 H 2.81835 0.31049 1.39989
6 H 2.20580 -1.09016 0.19095
7 C -1.20331 -0.98548 -0.97072
8 S -1.89514 0.67099 -0.54684
9 S -2.45642 0.25795 1.45606
10 H -2.00154 -1.49437 -1.51517
11 H -0.42764 -0.89799 -1.73025
12 H -0.82282 -1.66438 -0.20983
13 H -1.87325 1.18372 2.03260

Calculated values
E_HOMO = -8.520 eV
SMILES = C=C.CSS
Kohn-Sham gap = 8.86 eV

<4>
Here is a cluster of 2 separate species, C3H8S2 in total from the Open Molecules 2025 dataset. Energies are from ωB97M-V with the def2-TZVPD basis set.

Geometry (Å):
1 C -0.57753 -0.61529 2.59312
2 C -0.95729 -0.08786 1.45237
3 H -1.16127 -0.29559 3.50345
4 H 0.18529 -1.37380 2.78376
5 H -1.79195 0.57170 1.45531
6 H -0.90395 -0.68891 0.51475
7 C 0.05147 1.24675 -1.98953
8 S 1.54954 0.30161 -2.47472
9 S 1.51005 -1.36258 -1.18505
10 H -0.59397 0.52757 -1.44465
11 H 0.43276 1.80869 -1.06595
12 H -0.59981 1.81198 -2.71058
13 H 2.85667 -1.84429 -1.43227

Calculated values
E_HOMO = -8.088 eV
SMILES = C=C.CSS
Kohn-Sham gap = 8.51 eV

Relative energies, unit hartree: <1> 0.1293; <2> 0.0000; <3> 0.1099; <4> 0.0709

<1>
Here is a cluster of 2 separate species, C3H10N3O in total from the Open Molecules 2025 dataset. Energies are from ωB97M-V with the def2-TZVPD basis set.

Geometry (Å):
1 N 0.70268 -1.28808 0.94780
2 C 0.95827 -0.85590 -0.50323
3 N 2.13569 -1.53065 -0.83879
4 N 0.14372 -0.69886 -2.04207
5 H 0.02033 -0.57810 1.09741
6 H 0.27175 -2.19760 0.88591
7 H 2.71728 -1.35743 -0.02220
8 H 1.85455 -2.51364 -0.84204
9 H 1.08400 -0.49624 -2.38926
10 H 0.01253 -1.67152 -2.09757
11 C -0.65463 1.99555 0.04535
12 C -1.65840 2.05619 0.97848
13 O -1.87663 1.07105 1.96751
14 H -0.45168 2.91235 -0.52470
15 H -0.29864 0.96608 -0.28503
16 H -2.33446 2.96516 0.98224
17 H -2.62636 1.22162 2.64019

Calculated values
Charge = +1
E_HOMO = -12.523 eV
Kohn-Sham gap = 5.02 eV

<2>
Here is a cluster of 2 separate species, C3H10N3O in total from the Open Molecules 2025 dataset. Energies are from ωB97M-V with the def2-TZVPD basis set.

Geometry (Å):
1 C 1.89078 -1.27580 0.80477
2 C 0.21454 0.51566 -2.25892
3 C 1.74987 -0.74746 -0.55947
4 N -3.02823 0.87429 2.23881
5 N 0.69528 -0.18403 -1.00661
6 N -1.66272 0.63694 1.55358
7 O -1.68167 1.00847 0.37226
8 H 1.44277 -2.31697 0.84925
9 H 1.41219 -0.64569 1.56035
10 H 3.00008 -1.45873 1.02642
11 H -0.75481 0.14363 -2.69348
12 H 0.23550 1.61742 -1.92187
13 H 0.91458 0.41681 -3.13683
14 H 2.50177 -1.16125 -1.31287
15 H -3.34137 0.90629 3.17142
16 H -3.57450 1.46164 1.64375
17 H -0.01405 0.20877 -0.33055

Calculated values
Charge = +1
E_HOMO = -14.017 eV
Kohn-Sham gap = 9.75 eV

Relative energies, unit hartree: <1> 0.1133; <2> 0.0000